115
Properties=species:S:1:pos:R:3:forces:R:3 method="wB97M-V/def2-TZVPD" s_squared=3.8290 total_charge=-2 homo_energy_ha="0.0034 / -0.0351" multiplicity=4 relative_energy_ev=0.000 homo_lumo_gap_ha="0.15707 / 0.18827"
V -1.10916 0.17334 0.76596 1.6 -2.2 -0.2
C -4.05168 5.45815 -1.09512 -1.8 -0.2 0.1
C -2.60328 5.09526 -1.12440 1.1 0.3 -1.5
C -2.07551 4.01593 -0.23703 -1.2 1.0 -1.8
C -1.34104 4.33394 0.81195 0.4 -0.8 2.4
C -0.71018 5.60692 1.14368 0.3 1.8 0.6
C 0.52583 5.71566 0.19899 0.3 1.5 0.1
C -1.05194 3.11669 1.52876 -0.6 -0.8 -2.9
C -0.19062 2.95874 2.52914 1.8 -1.2 1.4
C 0.24785 1.71490 3.07418 -1.5 -0.7 -3.1
C 1.10360 1.56783 4.13174 0.2 1.3 1.5
C 2.10942 2.59277 4.57168 0.6 -0.6 1.1
C 1.76531 3.70887 5.58872 -0.4 -0.5 -0.4
C 0.99931 0.27897 4.56276 0.6 -1.0 -0.6
C 0.29693 -0.42855 3.55324 0.1 -0.4 -1.9
C 0.22444 -1.85112 3.33676 -1.2 -0.8 1.3
C -0.59932 -2.47573 2.43249 -1.0 0.7 -1.2
N -1.23209 -1.83935 1.26638 1.6 -4.1 2.1
C -1.56069 -2.97893 0.51227 -1.3 0.3 -0.4
C -2.31434 -3.00166 -0.63763 -0.5 0.8 -0.3
C -2.82612 -1.74681 -1.17486 0.5 -2.0 1.3
N -2.38605 -0.58912 -0.63618 -1.1 1.6 -1.0
C -3.01389 0.41715 -1.35371 0.2 0.4 -0.3
C -2.87213 1.83952 -1.27469 0.6 -0.5 0.3
C -2.16813 2.57206 -0.34498 -0.7 0.6 0.6
N -1.53076 2.07180 0.74628 -0.9 0.4 1.0
C -3.83557 -0.16249 -2.31812 -0.5 -1.8 -1.2
C -3.81783 -1.57699 -2.16509 0.8 2.0 -0.9
C -4.42512 -2.65513 -3.03625 2.0 -0.4 0.3
C -3.43541 -3.21546 -4.13427 -0.5 1.0 0.0
C -4.59641 0.52524 -3.39045 -0.7 -0.5 0.6
C -5.91712 0.97554 -2.75937 0.1 1.1 -0.1
C -1.32280 -4.27298 1.18553 -0.7 1.0 1.4
C -0.90879 -3.95888 2.44844 0.3 1.3 -2.0
C -0.40548 -4.95552 3.39589 0.5 -1.6 0.2
C -1.06835 -5.29802 4.75409 0.9 1.6 -0.2
C -1.55311 -5.61541 0.52031 1.1 -0.1 0.5
C -0.40648 -5.71043 -0.50568 -0.5 0.2 -0.7
N -0.14330 0.41048 2.56082 0.2 2.7 3.0
C 1.80302 -0.39633 5.57802 0.4 -1.7 1.0
C 2.94119 -1.22937 5.00062 0.8 -0.8 0.0
H -4.29062 6.14583 -1.90458 0.1 0.2 -0.2
H -4.39932 5.97224 -0.18671 0.3 -0.4 0.0
H -4.70983 4.58219 -1.27036 0.4 0.3 0.3
H -2.02527 6.03289 -0.95324 -0.3 -0.7 -0.1
H -2.39609 4.82419 -2.17921 0.1 0.1 0.3
H -0.38965 5.73278 2.22207 -0.4 -0.5 -1.1
H -1.46166 6.42255 0.99661 0.8 -0.2 -0.1
H 0.90532 4.70542 0.01766 0.4 0.2 0.4
H 1.33131 6.44565 0.63079 -1.3 -1.4 -1.0
H 0.18501 6.03350 -0.82260 0.4 0.1 0.9
H 0.33067 3.84847 2.84376 0.0 0.1 0.5
H 2.58425 2.98054 3.66759 0.0 0.3 0.1
H 2.88839 1.98513 5.09200 -0.2 0.5 -0.4
H 1.01224 4.41968 5.23221 0.1 -0.1 0.0
H 2.67820 4.23525 5.84386 0.2 0.3 0.0
H 1.39837 3.26286 6.51722 -0.1 0.0 -0.1
H 0.65966 -2.55235 4.08918 -0.4 0.9 -0.4
H -2.63171 -3.99028 -1.04883 0.3 1.2 0.2
H -3.30183 2.40993 -2.08604 -0.2 0.0 0.0
H -5.31847 -2.35881 -3.54589 -0.7 0.3 0.0
H -4.64120 -3.46115 -2.33563 -0.4 -0.3 -0.2
H -3.45355 -2.56698 -5.03343 0.1 -0.1 0.5
H -3.74809 -4.19345 -4.50146 0.1 -0.2 0.2
H -2.40335 -3.22330 -3.77111 -0.2 -0.2 0.0
H -4.85608 -0.21939 -4.13768 0.2 0.0 -0.4
H -3.99614 1.30467 -3.84819 -0.2 0.3 -0.2
H -6.18941 0.19027 -2.05235 -0.4 0.1 -0.2
H -6.70594 1.16590 -3.50967 0.1 0.0 0.4
H -5.73588 1.89269 -2.16143 -0.3 -0.4 -0.3
H 0.63125 -4.61782 3.56773 -0.1 -0.6 0.3
H -0.41600 -5.87985 2.82442 0.6 -0.2 -0.1
H -1.09521 -4.27669 5.13606 -0.2 -0.3 1.2
H -0.42844 -5.98224 5.34050 -0.2 0.6 -0.2
H -2.07464 -5.68740 4.78109 -0.3 -0.1 -0.6
H -2.56264 -5.75197 0.13348 0.1 0.4 -0.5
H -1.44704 -6.47288 1.19278 0.0 0.3 0.4
H -0.49339 -4.83456 -1.13371 0.2 0.2 -0.3
H -0.41891 -6.55760 -1.19277 -0.1 -0.3 0.3
H 0.57467 -5.62882 -0.03849 -0.1 -0.2 0.2
H 1.19231 -1.11639 6.14051 -0.2 0.1 0.0
H 2.22979 0.22408 6.35014 0.0 0.8 0.2
H 2.58823 -1.88468 4.20624 0.0 0.1 0.0
H 3.42767 -1.90966 5.75521 -0.3 0.8 -0.4
H 3.70460 -0.61018 4.52561 0.1 0.1 0.1
S 1.87884 -0.34802 0.44146 -1.2 0.3 0.2
C 2.86752 -1.10360 -0.71091 -2.4 1.9 0.8
N 3.84232 -1.69264 -0.21399 3.2 -2.0 0.0
N 4.84891 -1.84856 -1.20911 0.5 -0.8 -0.1
C 5.64937 -0.73451 -1.36668 -0.2 1.1 0.9
C 6.65052 -0.81092 -2.29542 0.8 -0.6 -0.7
C 7.54280 0.21522 -2.46703 0.3 -0.3 -0.8
C 7.49233 1.39840 -1.77205 -0.1 0.4 0.1
C 6.47456 1.51673 -0.84007 -1.1 -0.3 0.0
C 5.53735 0.47430 -0.64086 0.5 0.5 0.7
N 2.61295 -0.71602 -2.07020 0.9 -0.7 2.0
N 2.19248 -1.62924 -2.79327 -0.5 1.3 -0.3
C 1.63115 -0.85976 -3.87047 1.7 0.8 -0.9
C 0.40826 -1.22856 -4.31751 -1.0 -0.5 -0.7
C -0.26553 -0.38872 -5.20795 0.2 0.8 -0.1
C 0.29499 0.82001 -5.62133 0.3 -0.1 1.0
C 1.59825 1.20239 -5.15509 -0.7 -0.8 -0.6
C 2.29801 0.35652 -4.31652 -0.9 -0.7 -0.5
H 5.45813 -2.63068 -0.98442 -0.4 -0.1 -0.1
H 6.75645 -1.72837 -2.88382 -0.1 0.3 0.1
H 8.23467 0.07883 -3.26572 0.8 0.1 -0.4
H 8.18819 2.20163 -2.01388 -0.2 -0.1 0.2
H 6.30819 2.45456 -0.30999 0.2 -0.3 0.1
H 4.83445 0.60428 0.19916 0.0 -0.3 -0.8
H -0.09614 -2.15177 -3.98006 0.6 0.6 0.0
H -1.27498 -0.67088 -5.47847 0.0 0.2 -0.2
H -0.34433 1.51744 -6.14858 0.3 0.0 -0.3
H 2.09016 2.11002 -5.51617 -0.4 -0.2 0.1
H 3.33416 0.63860 -4.07111 -0.7 -0.5 0.3
H -0.31977 0.72157 -0.52408 -0.1 0.0 -0.3

110
Properties=species:S:1:pos:R:3:forces:R:3 method="wB97M-V/def2-TZVPD" s_squared=8.8522 total_charge=-1 homo_energy_ha="-0.1245 / -0.1986" multiplicity=6 homo_lumo_gap_ha="0.19137 / 0.22115"
Ru 10.79157 14.84611 11.14330 -0.6 1.2 -1.1
S 8.41122 9.94050 13.28385 0.1 1.4 0.0
C 7.90447 8.72430 14.36581 0.7 1.5 -0.9
C 7.73451 9.25993 15.56926 -1.6 -0.5 2.7
C 7.90390 10.63916 15.71906 1.0 0.9 -1.6
C 8.34909 11.20433 14.51161 -0.8 -1.2 2.0
C 8.67765 12.60015 14.34944 -1.8 1.7 1.5
C 9.55979 12.96375 13.43353 1.3 2.3 -3.6
N 9.71650 14.24197 12.87626 -0.3 -0.1 0.7
C 9.03674 15.34686 13.48359 0.8 -6.9 1.0
C 8.30111 15.03918 14.64097 -1.5 -1.5 1.2
C 7.63467 16.09304 15.32978 0.0 2.1 -0.7
C 7.71408 17.33157 14.76610 -0.8 0.7 2.4
C 8.52788 17.59667 13.59311 -2.0 2.9 2.2
C 8.63214 18.89836 13.16327 2.4 -0.5 -2.7
C 9.52947 19.12292 11.98143 -2.5 1.7 3.5
C 10.19380 18.07208 11.51480 -0.7 -4.1 -0.8
N 9.96176 16.77672 11.89835 0.6 0.4 -0.1
C 9.18563 16.55014 13.01329 1.7 3.2 -3.6
C 9.77458 20.41589 11.35985 -0.6 -0.8 0.4
C 9.58494 21.65773 11.88353 1.2 0.6 -1.4
C 10.13360 22.61864 10.92179 -0.9 0.4 2.2
C 10.54998 22.09548 9.76721 -0.2 -1.1 0.0
S 10.38751 20.35597 9.72281 -0.2 1.8 0.8
C 8.04066 13.74487 15.07172 1.2 -1.9 0.6
H 7.61043 7.80161 13.99193 -0.1 -1.6 -0.4
H 7.28761 8.72050 16.39198 0.1 -0.4 0.1
H 7.75716 11.19156 16.65500 0.1 -0.3 -0.5
H 10.13900 12.21903 12.91640 0.2 -0.2 -0.2
H 7.04500 15.93953 16.23246 0.2 -0.2 -0.2
H 7.23099 18.19613 15.37862 0.9 -1.4 -1.6
H 8.15779 19.68697 13.70894 -0.3 0.4 -0.1
H 10.71368 18.18288 10.59054 0.9 -0.3 -0.2
H 9.21250 21.91068 12.88396 0.3 -0.3 -0.6
H 10.24529 23.65772 11.21849 -0.2 0.0 -0.4
H 10.88504 22.64769 8.94017 0.6 0.4 -0.9
H 7.62334 13.54556 16.11904 0.1 0.5 -1.8
Cl 8.56780 19.80681 6.42834 0.4 0.2 -0.4
C 9.43239 18.47637 7.20925 0.2 2.5 -1.8
C 10.81141 18.48158 7.07949 -0.3 -1.3 -0.1
C 11.44451 17.48167 7.78929 -0.1 -0.1 0.3
I 13.51281 17.43284 7.73557 0.2 -0.2 0.0
C 10.73931 16.56352 8.63043 1.7 0.0 0.8
O 11.54052 15.74309 9.38537 -1.9 0.2 0.7
C 9.34453 16.69349 8.71559 0.2 -1.7 0.7
N 8.60270 15.75827 9.52914 1.9 0.4 -1.3
C 7.34733 16.06043 9.81544 -2.7 1.5 0.5
C 6.71825 17.21525 9.30970 -0.5 -1.5 0.0
C 7.28983 17.96927 8.30250 0.4 0.1 0.0
C 8.66107 17.69661 8.00037 -0.6 -0.7 1.4
H 11.35965 19.12549 6.39019 -0.4 0.0 0.4
H 6.76972 15.37263 10.43152 0.4 0.1 0.0
H 5.66805 17.37681 9.56142 0.4 -0.1 0.2
H 6.80483 18.80594 7.80802 0.0 -0.4 0.3
B 13.90674 16.81374 14.21393 -0.5 -0.7 0.5
C 13.05441 15.93925 13.21861 -0.4 0.5 0.2
N 12.31123 15.43231 12.49120 0.8 -0.2 0.1
H 14.15813 17.78387 13.62519 0.0 1.1 -0.6
H 14.93789 16.27398 14.40730 0.6 -0.6 0.3
H 13.23747 17.00518 15.22681 0.2 -0.1 -0.3
C 11.34312 13.53668 7.18443 0.1 -0.3 1.3
Ge 9.55618 13.50791 8.07884 1.3 1.4 -0.3
C 8.26553 14.03850 6.72126 -1.0 0.3 0.1
C 9.19477 11.69637 8.44394 -1.1 -1.2 0.1
C 9.22759 14.48439 9.81558 -0.4 -0.8 -0.1
H 11.16899 12.98921 6.26916 0.2 -0.2 -0.4
H 12.02364 12.97525 7.85473 -0.4 -0.1 -0.4
H 11.90683 14.44633 7.00169 -0.5 0.4 -0.1
H 7.20837 13.78134 7.00126 0.9 0.4 -0.2
H 8.48342 13.54565 5.76989 0.1 -0.1 0.1
H 8.36294 15.11514 6.55256 -0.3 -0.1 0.0
H 8.41835 11.57383 9.21274 0.0 0.1 -0.2
H 10.05360 11.19837 8.84013 0.6 -0.5 0.0
H 8.82189 11.23240 7.51572 0.3 -0.1 0.4
H 8.49770 13.74164 10.24714 0.3 1.2 0.0
S 11.57246 12.81082 10.63810 0.7 0.1 0.6
Sb 13.69091 12.80354 11.90898 -0.4 -0.9 -0.4
C 14.27787 10.89719 11.09176 -0.2 0.0 -0.9
C 14.09136 10.51845 9.75634 -0.9 1.4 0.3
C 14.72759 9.45286 9.19226 0.9 -2.1 0.1
C 15.61608 8.63259 9.94422 -0.1 0.9 1.2
C 15.84631 9.04074 11.27297 0.5 -0.2 -0.3
C 15.14231 10.14146 11.81783 1.6 -0.3 1.4
C 12.76416 11.72353 13.68373 0.2 0.5 0.3
C 12.60655 12.46369 14.86606 0.8 -0.1 -1.5
C 11.90278 11.96000 15.90764 -1.1 -0.3 2.4
C 11.34710 10.68333 15.83851 -0.2 -0.2 -1.3
C 11.45176 9.97460 14.64402 1.0 -1.6 0.6
C 12.23488 10.45585 13.58965 -0.6 -0.5 -0.9
C 15.30312 13.70991 10.54141 -0.8 -0.5 1.1
C 16.47680 13.00935 10.35507 1.4 1.1 -1.1
C 17.52167 13.74051 9.76416 0.8 -0.2 0.5
C 17.41948 15.13106 9.48728 1.3 -2.2 -0.8
C 16.23077 15.75274 9.67719 -1.1 -0.7 1.7
C 15.17997 15.05364 10.31286 0.0 0.4 -1.2
H 13.41826 11.17396 9.20323 0.2 -0.4 -0.4
H 14.54226 9.13031 8.18239 -0.2 0.3 -0.4
H 16.15094 7.72185 9.58499 -0.6 1.1 -0.1
H 16.68821 8.56557 11.82926 -1.0 0.3 -0.2
H 15.37673 10.54378 12.82936 0.0 -0.9 -0.5
H 13.10632 13.40567 14.93526 0.0 0.7 0.1
H 11.74342 12.54450 16.83947 0.3 -0.3 -0.7
H 10.77529 10.18440 16.60182 0.0 0.4 0.5
H 11.13864 8.89730 14.65062 -0.1 1.2 -0.3
H 12.37144 9.84813 12.65977 -0.2 0.6 0.9
H 16.66354 11.97230 10.59933 -0.4 0.0 0.0
H 18.50535 13.22801 9.63309 -0.9 0.5 -0.1
H 18.30483 15.59062 9.03280 -0.5 0.2 0.3
H 16.14413 16.79116 9.59812 -0.2 1.5 -0.5
H 14.21504 15.52450 10.49300 0.3 0.2 0.1

58
Properties=species:S:1:pos:R:3:forces:R:3 method="wB97M-V/def2-TZVPD" s_squared=6.0348 total_charge=+1 homo_energy_ha="-0.3671 / -0.3904" multiplicity=5 homo_lumo_gap_ha="0.24532 / 0.22101"
Os -0.14378 -0.66941 -0.05593 0.0 0.0 0.0
Cl -5.50702 -0.46010 -4.48081 0.0 0.0 0.0
C -3.91972 -0.37346 -3.82424 0.0 0.0 0.0
C -3.76359 -0.02559 -2.49068 0.0 0.0 0.0
C -2.49820 0.03917 -1.94765 0.2 0.0 0.0
N -2.25210 0.40008 -0.57135 -0.2 0.1 0.0
C -2.58668 -0.18032 1.89704 0.0 0.0 -0.1
O -3.82428 0.05478 2.35664 0.0 0.0 0.1
C -1.47069 -0.48630 2.68572 0.0 0.0 0.0
C -1.57933 -0.50183 4.09214 0.0 0.0 0.0
C -0.50313 -0.88554 4.84808 0.0 0.0 0.0
C 0.68471 -1.26264 4.21129 0.1 0.0 0.0
C 0.74095 -1.20016 2.83924 0.0 0.0 0.1
N -0.28532 -0.79822 2.07239 0.0 0.0 -0.1
C -1.36253 -0.27407 -2.70703 -0.1 0.0 0.0
C -1.52060 -0.59654 -4.04598 0.0 0.0 0.0
C -2.79358 -0.64250 -4.59987 0.0 0.0 0.0
Cl -2.95320 -1.06464 -6.25792 0.0 0.0 0.0
N -0.12981 -0.28330 -2.01779 0.0 0.0 0.0
C 1.03550 0.14534 -2.59330 0.0 0.0 0.0
O 1.25770 0.34515 -3.76468 0.0 0.0 0.0
C 2.06450 0.48597 -1.53584 0.0 0.0 0.0
C 3.28883 1.00812 -1.88718 0.0 0.0 0.0
C 4.14304 1.43966 -0.88270 0.0 0.0 0.0
C 3.72886 1.35485 0.43747 0.0 0.0 0.0
C 2.48962 0.81297 0.71938 0.0 0.0 0.0
N 1.67919 0.36477 -0.24659 0.0 0.0 -0.1
H -4.63895 0.18403 -1.88826 0.0 0.0 0.0
H -2.52454 -0.23004 4.53970 0.0 0.0 0.0
H -0.57673 -0.91109 5.92680 0.0 0.0 0.0
H 1.54710 -1.59690 4.76820 0.0 0.0 0.0
H 1.64090 -1.48632 2.31064 0.0 0.0 0.0
H -0.66310 -0.82853 -4.65797 0.0 0.0 0.0
H 3.53089 1.08095 -2.93820 0.0 0.0 0.0
H 5.11154 1.85414 -1.12754 0.0 0.0 0.0
H 4.35090 1.70588 1.24791 0.0 0.0 0.0
H 2.12167 0.74080 1.73233 0.0 0.0 0.0
C -5.96031 -4.40275 -0.25304 0.0 0.0 0.0
O -6.17089 -3.08967 0.26358 0.0 0.0 0.0
C -5.14183 -2.24053 0.39156 0.0 0.0 0.0
C -5.44612 -0.96128 0.72102 -0.1 0.0 0.0
C -4.38819 0.01102 0.93595 0.0 0.0 0.0
C -2.96332 -0.37280 0.46304 0.1 0.0 0.0
C -1.87906 1.75627 -0.26883 0.1 -0.1 0.1
C -2.50103 2.86387 -1.04983 0.0 0.0 0.0
O -1.07457 1.91099 0.62116 0.0 0.1 0.0
C -2.76136 -1.83149 0.13684 0.0 0.0 0.0
O -1.49962 -2.12450 -0.12713 0.0 0.0 0.0
C -3.78114 -2.70396 0.15664 0.0 0.0 0.0
H -6.94976 -4.83851 -0.34464 0.0 0.0 0.0
H -5.36618 -5.00686 0.43361 0.0 0.0 0.0
H -5.48647 -4.36987 -1.23469 0.0 0.0 0.0
H -6.48125 -0.66963 0.82259 0.0 0.0 0.0
H -4.66779 1.03884 0.70798 0.0 0.0 0.0
H -3.47978 3.07189 -0.60607 0.0 0.0 0.0
H -2.66093 2.59330 -2.09056 0.0 0.0 0.0
H -1.88937 3.75773 -0.96895 0.0 0.0 0.0
H -3.57773 -3.74492 -0.04132 0.0 0.0 0.0

12
Properties=species:S:1:pos:R:3:forces:R:3 method="wB97M-V/def2-TZVPD" homo_energy_ha=-0.3820 multiplicity=1 relative_energy_ev=2.608 smiles=C#C[C@H](O)CO homo_lumo_gap_ha=0.41452
C -1.67416 -1.30445 0.82638 0.5 0.2 0.0
C -0.64774 -0.67235 0.81867 -0.4 -0.3 0.0
C 0.54732 0.18121 0.63823 0.1 -0.2 0.0
O 0.30786 1.49384 1.09877 -0.3 0.2 -0.2
C 0.92098 0.18028 -0.85555 0.3 0.0 0.1
O -0.20917 0.41288 -1.66590 -0.1 -0.1 0.0
H -2.58422 -1.86129 0.85865 0.1 0.1 0.0
H 1.38101 -0.20196 1.23665 -0.1 0.0 -0.1
H -0.36774 1.86450 0.50860 0.1 0.0 0.2
H 1.59919 1.02017 -1.02574 0.0 -0.1 0.1
H 1.43998 -0.75067 -1.13000 -0.2 0.1 0.1
H -0.81716 -0.32512 -1.50809 0.0 0.2 -0.1

Going through the records in order, we get max |F| values of 4.859, 7.054, 0.179, 0.540 eV/Å.
Going through the records in order, we get electronic energy values of -100161.2966, -182082.7190, -72009.4088, -8337.8530 eV.